Record 1
{
  "formula": "C27H31N3O4S",
  "method": "the ωB97M-V functional and the def2-TZVPD basis",
  "total_charge": 0,
  "multiplicity": 1,
  "energy_ha": -1910.89904,
  "homo_lumo_gap_ev": 8.50,
  "e_above_lowest_ev": 1.083,
  "symbols": ["C", "O", "C", "C", "C", "C", "N", "S", "O", "O", "C", "C", "C", "C", "C", "C", "C", "O", "N", "C", "C", "C", "N", "C", "C", "C", "C", "C", "C", "C", "C", "C", "C", "C", "C", "H", "H", "H", "H", "H", "H", "H", "H", "H", "H", "H", "H", "H", "H", "H", "H", "H", "H", "H", "H", "H", "H", "H", "H", "H", "H", "H", "H", "H", "H", "H"],
  "coordinates": [[2.893, 1.970, 3.058], [1.959, 1.497, 3.998], [0.781, 0.987, 3.541], [0.424, 0.876, 2.204], [-0.805, 0.347, 1.850], [-1.704, -0.079, 2.817], [-2.965, -0.552, 2.456], [-3.305, -1.380, 1.034], [-4.579, -1.984, 1.277], [-2.202, -2.212, 0.651], [-3.455, -0.051, -0.146], [-4.445, 0.900, -0.018], [-4.479, 1.952, -0.917], [-3.519, 2.085, -1.918], [-3.551, 3.257, -2.844], [-2.512, 1.117, -2.021], [-1.428, 1.187, -3.060], [-1.622, 1.446, -4.230], [-0.206, 0.934, -2.543], [0.977, 0.746, -3.358], [1.110, -0.716, -3.799], [1.422, -1.613, -2.603], [2.663, -1.180, -1.993], [3.252, -2.126, -1.055], [2.580, -2.211, 0.297], [1.359, -2.857, 0.456], [0.730, -2.890, 1.689], [1.328, -2.302, 2.789], [2.555, -1.677, 2.650], [3.168, -1.621, 1.410], [2.537, 0.158, -1.457], [2.230, 1.150, -2.581], [-2.511, 0.037, -1.146], [-1.341, 0.025, 4.159], [-0.119, 0.552, 4.515], [3.210, 1.178, 2.373], [3.748, 2.311, 3.638], [2.491, 2.810, 2.481], [1.096, 1.198, 1.424], [-1.071, 0.261, 0.811], [-3.548, -0.862, 3.217], [-5.176, 0.802, 0.769], [-5.258, 2.695, -0.837], [-3.376, 2.929, -3.866], [-2.757, 3.957, -2.586], [-4.504, 3.775, -2.784], [-0.130, 0.677, -1.572], [0.846, 1.382, -4.239], [1.923, -0.792, -4.521], [0.186, -1.039, -4.279], [0.577, -1.591, -1.892], [1.548, -2.642, -2.946], [4.297, -1.827, -0.919], [3.242, -3.107, -1.537], [0.895, -3.350, -0.384], [-0.232, -3.369, 1.778], [0.843, -2.331, 3.753], [3.034, -1.231, 3.510], [4.127, -1.129, 1.306], [1.754, 0.212, -0.675], [3.486, 0.431, -0.988], [3.072, 1.161, -3.273], [2.108, 2.152, -2.166], [-1.791, -0.765, -1.231], [-2.027, -0.305, 4.925], [0.166, 0.636, 5.552]],
  "forces_ev_per_a": [[0.13, 0.08, -0.13], [-0.16, -0.16, 0.22], [-0.26, -0.01, -0.01], [0.22, 0.18, 0.13], [-0.06, -0.01, 0.22], [0.85, 0.33, -0.12], [-0.72, -0.60, -0.61], [-0.07, 0.15, 0.59], [-0.16, 0.25, 0.03], [0.06, 0.35, -0.13], [0.19, -0.45, 0.29], [-0.10, 0.03, 0.00], [0.07, -0.12, 0.06], [0.12, -0.14, -0.01], [-0.04, 0.04, -0.18], [-0.32, -0.17, 0.12], [-0.08, 0.01, 0.33], [-0.07, 0.02, -0.29], [0.43, -0.12, 0.29], [0.16, 0.04, -0.44], [-0.15, 0.02, 0.17], [0.04, 0.05, -0.37], [0.00, 0.00, 0.01], [0.05, -0.01, 0.02], [0.08, 0.00, -0.05], [0.01, 0.01, -0.02], [-0.06, -0.04, 0.05], [0.04, -0.08, 0.08], [0.02, -0.01, 0.09], [0.02, -0.03, -0.05], [0.12, 0.21, -0.23], [-0.13, -0.06, 0.14], [0.00, 0.00, -0.15], [-0.15, -0.07, -0.22], [0.26, 0.13, -0.13], [-0.02, 0.02, -0.01], [-0.03, -0.01, -0.09], [0.00, -0.03, 0.00], [0.10, 0.01, -0.06], [0.12, 0.06, -0.09], [-0.22, -0.14, -0.07], [-0.14, 0.08, 0.10], [-0.06, 0.07, 0.01], [-0.03, 0.08, -0.02], [0.04, 0.09, -0.02], [-0.04, 0.07, 0.04], [-0.16, 0.11, -0.04], [0.07, -0.09, 0.16], [0.02, -0.05, -0.05], [-0.02, 0.02, -0.06], [0.01, -0.07, 0.00], [-0.08, -0.01, 0.08], [-0.04, -0.11, 0.04], [0.07, 0.03, 0.02], [-0.05, -0.05, -0.13], [-0.08, -0.05, 0.04], [-0.06, 0.01, 0.08], [0.03, 0.07, 0.08], [0.09, 0.03, -0.02], [0.08, -0.01, 0.06], [-0.08, 0.02, 0.10], [0.04, 0.02, 0.00], [0.00, 0.05, -0.03], [0.18, 0.00, -0.05], [-0.07, -0.04, 0.12], [0.02, 0.01, 0.14]]
}



Record 2
{
  "formula": "C27H31N4O5Ru",
  "method": "the ωB97M-V functional and the def2-TZVPD basis",
  "total_charge": 0,
  "s2": 0.816,
  "multiplicity": 2,
  "energy_ha": -1737.54527,
  "homo_lumo_gap_ev": [5.36, 6.21],
  "symbols": ["Ru", "C", "C", "C", "C", "C", "C", "C", "C", "N", "C", "O", "C", "C", "C", "C", "C", "N", "C", "O", "N", "C", "C", "C", "C", "C", "C", "C", "C", "H", "H", "H", "H", "H", "H", "H", "H", "H", "H", "H", "H", "H", "H", "H", "H", "H", "H", "H", "H", "H", "N", "C", "C", "C", "O", "O", "H", "H", "H", "H", "H", "H", "C", "O", "H", "H", "H", "H"],
  "coordinates": [[0.428, -0.392, -0.551], [2.820, -2.637, 0.503], [1.714, -3.480, 1.061], [1.901, -4.844, 1.160], [0.900, -5.673, 1.646], [-0.326, -5.130, 1.992], [-0.562, -3.771, 1.913], [-1.929, -3.241, 2.202], [0.496, -2.908, 1.513], [0.336, -1.548, 1.548], [-0.211, -0.930, 2.613], [-0.192, -1.353, 3.763], [-0.798, 0.424, 2.313], [-1.316, 1.234, 3.320], [-1.903, 2.443, 2.976], [-1.929, 2.818, 1.643], [-1.381, 1.955, 0.704], [-0.850, 0.787, 1.038], [-1.354, 2.269, -0.763], [-2.109, 3.091, -1.268], [-0.410, 1.558, -1.384], [-0.311, 1.592, -2.768], [0.620, 2.437, -3.395], [1.433, 3.375, -2.554], [0.703, 2.428, -4.779], [-0.119, 1.604, -5.531], [-1.031, 0.768, -4.905], [-1.134, 0.739, -3.526], [-2.121, -0.136, -2.816], [3.461, -3.252, -0.126], [3.430, -2.211, 1.302], [2.410, -1.820, -0.102], [2.846, -5.269, 0.855], [1.065, -6.738, 1.714], [-1.125, -5.782, 2.315], [-2.670, -4.023, 2.054], [-2.164, -2.404, 1.545], [-2.000, -2.892, 3.233], [-1.254, 0.898, 4.344], [-2.338, 3.081, 3.733], [-2.367, 3.743, 1.303], [1.676, 2.914, -1.595], [0.839, 4.266, -2.347], [2.341, 3.679, -3.070], [1.404, 3.086, -5.272], [-0.069, 1.632, -6.608], [-1.671, 0.126, -5.494], [-2.572, -0.848, -3.501], [-2.906, 0.482, -2.378], [-1.632, -0.698, -1.996], [2.420, -0.042, -2.007], [2.827, -1.110, -2.921], [1.613, -1.858, -3.463], [1.052, -2.811, -2.357], [1.514, -3.931, -2.277], [0.152, -2.298, -1.624], [2.013, 0.721, -2.549], [3.219, 0.320, -1.490], [3.467, -1.824, -2.397], [3.401, -0.694, -3.763], [1.918, -2.478, -4.303], [0.834, -1.157, -3.772], [2.950, 1.360, 1.911], [2.417, 0.353, 1.076], [3.787, 0.972, 2.502], [2.195, 1.768, 2.590], [3.315, 2.153, 1.260], [2.085, -0.375, 1.634]],
  "forces_ev_per_a": [[-0.62, 1.07, 0.83], [-0.18, -0.03, 0.01], [-0.47, 0.37, 0.32], [-0.26, -0.35, 0.10], [0.13, 0.17, -0.08], [0.10, -0.13, -0.07], [0.47, 0.40, -0.30], [0.03, 0.01, 0.20], [0.31, -2.04, 0.28], [0.08, 1.29, -2.49], [0.41, -0.06, 0.60], [-0.26, 0.31, -0.28], [-0.23, 0.03, 0.48], [0.11, -0.20, -0.18], [0.10, -0.09, -0.17], [-0.01, -0.28, -0.12], [-0.27, 0.37, 0.00], [0.93, -0.55, -0.66], [-0.25, 0.14, 0.12], [0.23, -0.10, 0.21], [1.40, -2.11, 0.59], [-0.01, 0.11, -1.38], [-0.31, -0.22, 0.37], [-0.04, -0.02, -0.06], [0.00, -0.08, -0.17], [-0.01, 0.06, 0.03], [0.04, -0.03, -0.01], [0.16, 0.28, 0.20], [0.18, -0.12, 0.32], [0.03, 0.03, -0.03], [0.04, 0.16, -0.03], [0.35, -0.19, 0.14], [0.07, -0.03, -0.12], [0.01, -0.07, 0.02], [-0.10, -0.05, 0.02], [-0.07, -0.01, -0.05], [-0.10, 0.06, -0.04], [-0.07, 0.06, 0.03], [0.02, -0.12, 0.01], [0.05, 0.02, 0.04], [-0.05, 0.05, -0.07], [0.09, 0.11, 0.00], [0.04, 0.09, 0.11], [0.07, 0.03, 0.02], [0.06, 0.06, -0.04], [0.06, -0.04, -0.12], [-0.05, -0.05, -0.08], [-0.04, -0.10, 0.00], [-0.07, -0.04, 0.05], [-0.40, 0.13, -0.48], [-1.61, 0.15, 0.73], [0.03, -0.53, -0.63], [-0.13, -0.40, 0.63], [2.01, 0.32, -2.17], [-0.31, -0.13, 0.25], [-1.31, 1.89, 2.95], [0.14, -0.01, 0.02], [-0.33, -0.06, 0.21], [0.00, 0.16, 0.04], [-0.02, 0.01, 0.26], [-0.01, 0.04, -0.04], [0.08, 0.05, -0.12], [0.15, 0.29, 0.14], [-0.38, -0.37, -0.10], [-0.08, 0.07, -0.07], [0.00, 0.04, -0.02], [0.00, 0.06, 0.09], [0.05, 0.08, -0.25]]
}



| no. | strongest force on any atom (eV/A) |
| --- | --- |
| 1 | 1.1 |
| 2 | 3.7 |